(1)
{
  "formula": "C15H30BrF2NNbO7S",
  "method": "ωB97M-V/def2-TZVPD",
  "charge": -1,
  "total_energy_ev": -119726.879,
  "lumo_energy_ev": 2.101,
  "e_homo_ev": -5.36,
  "spin_multiplicity": 1,
  "species": ["C", "C", "O", "O", "C", "C", "C", "C", "C", "C", "C", "C", "Nb", "Br", "N", "C", "O", "F", "C", "O", "F", "H", "H", "H", "H", "H", "H", "H", "H", "H", "H", "H", "H", "H", "H", "H", "H", "H", "H", "H", "H", "H", "H", "O", "S", "O", "O", "C", "C", "C", "H", "H", "H", "H", "H", "H", "H", "H"],
  "coordinates": [[-2.8774, -1.1228, 2.7253], [-2.9854, -2.2486, 1.7570], [-4.0275, -2.7250, 1.3601], [-1.7619, -2.7279, 1.4042], [-1.6801, -4.1567, 1.4516], [-0.3132, -4.6631, 0.9891], [0.7443, -3.6515, 0.5536], [0.5284, -3.0874, -0.8434], [1.7539, -2.3966, -1.4326], [2.1231, -0.9531, -1.0672], [1.0272, 0.0755, -0.8186], [0.3207, 0.5124, -2.1180], [-1.9256, 0.7120, -2.2258], [-2.5670, -1.7296, -2.8030], [-1.8864, 1.3890, -4.3275], [-2.6049, 2.5398, -4.6882], [-2.2554, 3.4244, -5.4280], [-3.7768, 2.6272, -4.0413], [-2.0437, 0.4688, -5.3360], [-2.9493, 0.2956, -6.1154], [-0.9309, -0.3046, -5.3918], [-1.9775, -0.5434, 2.5722], [-2.8914, -1.5360, 3.7317], [-3.7483, -0.4862, 2.6049], [-1.8719, -4.4779, 2.4767], [-2.4697, -4.5652, 0.8279], [0.1021, -5.2797, 1.7833], [-0.4925, -5.3176, 0.1368], [0.8328, -2.8399, 1.2728], [1.6731, -4.2229, 0.5228], [0.3314, -3.9393, -1.4983], [-0.3710, -2.4759, -0.8709], [2.6046, -3.0119, -1.1288], [1.6981, -2.4901, -2.5154], [2.8339, -0.9507, -0.2388], [2.6857, -0.5768, -1.9248], [1.5224, 0.9399, -0.3765], [0.3136, -0.2573, -0.0701], [0.6734, 1.5099, -2.3842], [0.5952, -0.1556, -2.9382], [-3.6517, 1.1239, -1.7934], [-1.8188, 0.4026, -0.4569], [-1.7046, 2.4492, -1.7975], [0.5259, 2.5109, 2.8084], [1.1606, 3.5952, 2.1279], [1.6689, 3.4224, 0.8081], [2.3197, 4.1540, 3.0685], [3.2844, 3.1879, 3.5467], [4.2715, 2.7510, 2.4841], [0.1238, 5.0120, 2.1607], [2.7481, 2.3378, 3.9705], [3.7895, 3.7041, 4.3603], [3.7831, 2.1887, 1.6908], [5.0326, 2.1163, 2.9393], [4.7554, 3.6167, 2.0328], [-0.2443, 5.1596, 3.1714], [-0.6948, 4.7983, 1.4764], [0.6950, 5.8685, 1.8151]],
  "lowdin_charge": [0.02, -0.53, 0.10, -0.04, -0.16, -0.17, -0.21, -0.23, -0.21, -0.23, -0.31, -0.36, 1.01, -0.04, -0.06, -0.59, 0.13, 0.06, -0.65, 0.11, 0.04, 0.08, 0.09, 0.09, 0.12, 0.12, 0.10, 0.11, 0.12, 0.11, 0.11, 0.06, 0.10, 0.10, 0.10, 0.10, 0.08, 0.05, 0.03, 0.03, -0.12, -0.12, -0.11, -0.27, 0.55, -0.27, -0.27, -0.25, -0.07, -0.12, 0.11, 0.12, 0.07, 0.08, 0.08, 0.07, 0.08, 0.07]
}


(2)
{
  "formula": "C3H4N2OS2",
  "method": "ωB97M-V/def2-TZVPD",
  "total_energy_ev": -29870.949,
  "lumo_energy_ev": -0.742,
  "e_homo_ev": -8.81,
  "e_above_lowest_kcal_mol": 73.7,
  "spin_multiplicity": 1,
  "species": ["S", "C", "N", "N", "C", "O", "C", "S", "H", "H", "H", "H"],
  "coordinates": [[0.2884, -0.6565, -3.9731], [0.7465, -0.9522, -2.4280], [0.3324, -0.2947, -1.2972], [0.6253, -0.9587, -0.1154], [0.1437, -0.4854, 0.9944], [-0.6522, 0.6261, 0.8968], [-0.7841, 1.3520, 2.0949], [-1.7607, 2.6235, 2.2573], [1.3521, -1.7318, -1.9328], [-0.6781, 0.2086, -1.3667], [0.4585, -0.8667, 1.8945], [-0.0720, 1.1357, 2.9752]],
  "lowdin_charge": [0.59, -0.74, -0.11, 0.04, -0.18, -0.11, -0.69, 0.73, 0.07, 0.20, 0.10, 0.10]
}


Number 1: gap between HOMO and LUMO 0.2743 Eh. Number 2: gap between HOMO and LUMO 0.2965 Eh.